Entry 1:
C24H56O34S7 | ωB97M-V/def2-TZVPD

```
121
Properties=species:S:1:pos:R:3:mulliken_charge:R:1
O 1.121 -4.268 2.319 -0.6450
S 1.249 -3.069 3.195 1.0264
O 0.111 -2.327 3.732 -0.5705
C 2.349 -3.472 4.668 -1.0395
C 3.094 -2.148 4.982 -0.7994
C 3.413 -1.433 3.692 0.2873
C 2.573 -1.965 2.535 -0.0912
H 3.055 -4.214 4.295 0.3360
H 1.725 -3.910 5.448 0.5143
H 2.450 -1.636 5.697 0.3046
H 3.871 -2.153 5.746 0.5714
H 4.498 -1.329 3.668 0.4773
H 3.119 -0.387 3.777 -0.5762
H 3.171 -2.734 2.045 0.4711
H 2.138 -1.198 1.894 -0.4205
O 0.627 -2.186 0.262 0.2024
S 0.873 -1.303 -0.886 0.8278
O 1.361 -1.874 -2.117 -0.5044
O -0.347 -0.274 -1.279 0.0967
C -0.432 0.746 -0.352 0.6334
C 0.967 1.207 -0.185 1.0341
O 1.701 0.042 -0.407 -0.3962
H -1.070 1.586 -0.627 -0.6544
H -0.758 0.390 0.625 0.0513
H 1.289 1.516 0.809 -0.4992
H 1.233 1.916 -0.969 -0.4118
O -7.020 1.342 -3.495 -0.5159
S -6.545 0.835 -2.231 1.0084
O -7.340 1.124 -1.015 -0.5667
O -6.147 -0.721 -2.384 -0.4312
C -4.803 -0.979 -1.927 -0.2713
C -4.036 0.318 -1.903 0.7287
O -5.005 1.399 -1.936 -0.2464
H -5.064 -1.239 -0.901 0.2532
H -4.293 -1.780 -2.462 0.3745
H -3.479 0.501 -2.822 -0.0601
H -3.374 0.471 -1.051 -0.3508
O 1.254 5.620 -4.261 -0.5964
S 0.644 4.885 -3.195 1.0509
O -0.498 4.126 -3.581 -0.3789
O 1.872 4.113 -2.387 -0.2515
C 2.373 4.922 -1.388 -0.3942
C 1.158 5.567 -0.817 0.1084
O 0.349 5.905 -1.974 -0.3196
H 2.920 4.247 -0.729 0.3207
H 3.098 5.675 -1.696 0.3014
H 1.433 6.360 -0.122 0.3696
H 0.702 4.846 -0.138 -0.1440
O -0.165 2.789 3.384 -0.3873
S 1.287 3.123 3.340 0.8887
O 1.851 3.801 2.218 -0.4666
O 1.726 3.969 4.651 -0.4248
C 2.985 3.745 5.153 -0.3750
C 3.250 2.267 4.765 -0.3927
O 2.222 1.876 4.006 -0.0804
H 3.709 4.377 4.641 0.2814
H 2.912 3.883 6.232 0.2771
H 3.271 1.575 5.607 0.3286
H 4.213 2.262 4.253 0.3041
O -1.873 1.494 -7.937 -0.5290
S -2.329 1.015 -6.674 1.0224
O -3.770 1.142 -6.367 -0.4844
O -1.837 -0.603 -6.448 -0.4632
C -0.989 -0.697 -5.322 -0.2953
C -0.268 0.565 -5.072 0.4570
O -1.384 1.480 -5.392 -0.2596
H -1.705 -0.840 -4.513 0.2323
H -0.253 -1.495 -5.225 0.3853
H 0.384 0.899 -5.879 0.2924
H -0.126 0.539 -3.991 -0.3335
O 2.233 -8.727 -1.306 -0.5513
S 3.036 -7.518 -1.089 1.0224
O 4.194 -7.665 -0.240 -0.5306
O 3.250 -6.719 -2.450 -0.3477
C 2.117 -5.912 -2.813 -0.4620
C 1.592 -5.401 -1.445 0.1587
O 1.999 -6.393 -0.474 -0.2736
H 2.208 -5.092 -3.525 0.3590
H 1.318 -6.616 -3.048 0.4082
H 0.523 -5.365 -1.235 0.1812
H 2.221 -4.552 -1.176 -0.0477
O -3.473 -0.558 2.985 -0.4965
C -2.617 0.257 3.730 0.5575
C -3.259 1.353 4.425 -0.7236
O -4.094 0.911 5.457 -0.5362
H -4.357 -0.598 3.357 0.2462
H -2.123 -0.415 4.431 0.2702
H -1.875 0.609 3.013 -0.1986
H -3.889 1.794 3.652 0.5086
H -2.417 1.950 4.776 0.0724
H -4.962 1.193 5.158 0.3916
O -1.433 -4.982 0.858 -0.5713
C -2.315 -3.874 1.099 -0.4413
C -3.180 -3.406 -0.117 0.0060
O -2.227 -2.770 -1.029 -0.4383
H -0.522 -4.866 1.138 0.3074
H -2.862 -4.154 2.000 0.3752
H -1.751 -2.997 1.416 0.1685
H -4.032 -2.761 0.099 0.0423
H -3.580 -4.336 -0.521 0.3480
H -1.549 -2.397 -0.461 -0.0190
O -1.456 4.911 0.894 -0.4474
C -2.619 4.996 0.082 -0.6969
C -3.132 3.576 -0.328 0.1460
O -3.053 2.704 0.808 -0.3756
H -1.244 5.802 1.183 0.2368
H -3.331 5.569 0.676 0.4058
H -2.532 5.606 -0.817 0.4259
H -2.371 3.190 -1.006 -0.2315
H -4.129 3.457 -0.751 0.3436
H -2.572 3.194 1.479 0.2204
O 4.274 -1.798 -1.550 -0.4278
C 4.939 -0.676 -1.673 -0.6367
C 4.115 0.294 -2.630 -0.0679
O 3.845 -0.305 -3.884 -0.5837
H 3.795 -1.951 -2.367 0.3243
H 5.160 -0.234 -0.701 0.3101
H 5.910 -0.728 -2.166 0.3419
H 4.819 1.102 -2.828 0.5513
H 3.234 0.735 -2.163 -0.1300
H 3.487 0.336 -4.503 0.3136
```

## Properties
Molecular weight   1113.15 g mol⁻¹
HOMO-LUMO gap   9.233 eV
SMILES   O=S1(=O)CCCC1.O=S1(=O)OCCO1.O=S1(=O)OCCO1.O=S1(=O)OCCO1.O=S1(=O)OCCO1.O=S1(=O)OCCO1.O=S1(=O)OCCO1.OCCO.OCCO.OCCO.OCCO
E_LUMO   -0.68 eV
Energy relative to the best compared isomer or geometry (same formula, charge and spin)   170.3 kcal/mol
2S+1   1
HOMO energy   -9.92 eV

=====

Entry 2:
C37H41N7O4 | ωB97M-V/def2-TZVPD

```
89
Properties=species:S:1:pos:R:3:mulliken_charge:R:1
N 3.892 1.845 -0.045 -0.5171
C 2.945 1.659 -1.110 -0.0841
O 2.546 0.252 -1.022 -0.3445
C 1.458 0.154 -0.228 0.3205
O 0.880 -0.818 -0.014 -0.5302
C 1.098 1.566 0.273 -0.4671
C 1.570 2.314 -0.962 -0.0440
C 1.450 3.821 -1.064 -1.1105
C 1.959 4.623 0.149 -0.5277
O 3.121 5.420 -0.238 -0.4199
C 2.753 6.718 -0.399 0.0668
O 3.239 7.553 0.217 -0.4100
H 3.574 2.496 0.657 0.1583
H 4.809 2.093 -0.384 0.3059
H 3.332 1.894 -2.094 0.5290
H 0.029 1.632 0.442 0.4551
H 1.611 1.863 1.172 0.1107
H 0.993 1.887 -1.783 0.2029
H 0.386 4.028 -1.153 0.4534
H 1.889 4.192 -1.981 0.4746
H 2.173 4.013 1.013 0.3635
H 1.184 5.333 0.419 0.4122
H 2.004 6.929 -1.169 0.4432
C 2.453 -2.597 -2.206 0.2612
C 3.535 -2.704 -3.065 -0.9264
C 3.735 -3.906 -3.725 0.0814
N 2.947 -4.972 -3.583 -0.3897
C 1.912 -4.851 -2.751 -0.4453
C 1.622 -3.694 -2.045 -0.5397
H 2.261 -1.674 -1.671 0.7159
H 4.210 -1.873 -3.218 0.3474
H 4.570 -4.031 -4.408 0.1287
H 1.289 -5.734 -2.652 0.3817
H 0.766 -3.651 -1.384 0.3914
C -0.091 3.945 5.552 -0.1162
C 0.368 4.988 4.764 -0.8067
C 0.628 4.736 3.426 0.0085
N 0.464 3.543 2.852 -0.1378
C 0.024 2.552 3.630 -0.1221
C -0.269 2.699 4.976 -0.5890
H -0.306 4.099 6.601 0.4269
H 0.522 5.976 5.175 0.3680
H 0.987 5.525 2.774 0.2714
H -0.098 1.592 3.137 0.4115
H -0.624 1.861 5.560 0.3060
C -1.364 -1.535 9.500 -0.1087
C -1.617 -0.255 9.967 -0.5322
C -1.208 0.819 9.193 -0.0976
N -0.581 0.693 8.024 -0.3758
C -0.346 -0.546 7.592 0.0079
C -0.715 -1.687 8.287 -0.6335
H -1.669 -2.400 10.075 0.3637
H -2.120 -0.093 10.910 0.3457
H -1.388 1.838 9.518 0.3450
H 0.168 -0.619 6.639 0.3586
H -0.499 -2.668 7.887 0.3447
C 5.883 -6.375 -5.971 -0.2098
C 5.073 -7.030 -5.058 0.3066
C 5.177 -8.410 -4.969 -0.4441
N 6.008 -9.144 -5.710 -0.5642
C 6.777 -8.493 -6.581 -0.2065
C 6.755 -7.118 -6.750 -0.4660
H 5.837 -5.297 -6.075 0.3454
H 4.376 -6.486 -4.430 0.2676
H 4.565 -8.968 -4.267 0.3742
H 7.441 -9.115 -7.172 0.3444
H 7.405 -6.643 -7.474 0.3545
C -3.388 -0.311 -1.084 -0.6197
C -2.086 -0.513 -1.511 -0.2016
C -1.702 0.036 -2.726 -0.3392
N -2.514 0.744 -3.509 -0.5891
C -3.763 0.925 -3.082 -0.3915
C -4.248 0.423 -1.883 -0.0659
H -3.728 -0.721 -0.141 0.4024
H -1.381 -1.080 -0.919 0.4606
H -0.690 -0.096 -3.098 0.5348
H -4.402 1.503 -3.741 0.3696
H -5.273 0.603 -1.585 0.4462
C -9.887 1.838 -2.441 -0.1986
C -9.237 2.610 -1.492 -0.3713
C -8.377 1.977 -0.608 -0.1621
N -8.141 0.665 -0.614 -0.5400
C -8.777 -0.061 -1.533 -0.1538
C -9.654 0.473 -2.465 -0.3781
H -10.565 2.293 -3.151 0.3637
H -9.391 3.679 -1.438 0.3593
H -7.845 2.542 0.150 0.3639
H -8.568 -1.125 -1.513 0.3634
H -10.141 -0.166 -3.190 0.3588
```

## Properties
Molecular weight   647.78 g mol⁻¹
HOMO-LUMO gap   9.730 eV
SMILES   N[C@H]1OC(=O)C[C@H]1CCOC=O.c1ccncc1.c1ccncc1.c1ccncc1.c1ccncc1.c1ccncc1.c1ccncc1
E_LUMO   0.49 eV
2S+1   1
HOMO energy   -9.24 eV

=====

Entry 3:
C4H28BO22 | ωB97M-V/def2-TZVPD

```
55
Properties=species:S:1:pos:R:3:nbo_charge:R:1
O -3.716 1.051 0.748 -0.7531
C -2.517 1.025 0.427 0.5401
O -2.004 0.120 -0.508 -0.7567
B -0.518 0.234 -0.557 1.2043
O -0.168 1.208 0.499 -0.7434
C -1.282 1.763 1.039 0.5575
O -1.368 2.595 1.950 -0.7864
O 0.073 0.554 -1.876 -0.6229
C 1.039 -0.224 -2.191 0.7069
O 1.769 -0.110 -3.139 -0.6492
C 1.054 -1.437 -1.232 0.7271
O 0.176 -1.092 -0.294 -0.6314
O 1.663 -2.510 -1.277 -0.7125
O -3.217 4.957 3.064 -0.9374
H -2.272 4.806 3.031 0.4852
H -3.308 5.814 3.482 0.4427
O 2.927 0.650 -5.679 -0.9676
H 2.941 0.269 -4.800 0.4989
H 2.002 0.660 -5.922 0.4666
O 2.093 3.220 -1.112 -0.9499
H 1.583 2.433 -0.921 0.4905
H 2.992 2.906 -1.212 0.4565
O -1.656 -2.771 -2.804 -0.9261
H -0.765 -3.101 -2.693 0.4666
H -2.206 -3.554 -2.793 0.4614
O -0.601 5.249 2.253 -0.9916
H 0.307 4.985 2.104 0.4766
H -1.122 4.577 1.813 0.5095
O -0.346 2.676 4.612 -0.9518
H 0.262 3.378 4.844 0.4391
H -0.814 3.007 3.846 0.5052
O 1.074 -0.393 2.847 -0.9678
H 1.709 0.306 2.697 0.4641
H 1.359 -1.104 2.273 0.4879
O -5.713 -0.118 -0.875 -0.9996
H -5.091 -0.431 -1.532 0.4643
H -5.173 0.351 -0.238 0.5121
O 2.553 -5.215 -1.430 -0.9623
H 2.284 -4.297 -1.390 0.5031
H 3.400 -5.197 -1.876 0.4519
O -5.129 -1.655 2.467 -0.9728
H -5.715 -1.351 1.773 0.4695
H -4.346 -1.113 2.376 0.5002
O 4.151 -1.044 -0.454 -0.9530
H 4.286 -1.227 -1.383 0.4898
H 4.197 -1.902 -0.031 0.4559
O 3.985 -2.046 -3.124 -0.9434
H 4.691 -2.599 -3.457 0.4582
H 3.244 -2.228 -3.702 0.4933
O -2.075 -1.285 2.562 -0.9634
H -2.362 -1.600 1.704 0.4677
H -1.159 -1.041 2.433 0.4947
O 2.063 -2.503 1.468 -0.9568
H 2.813 -3.061 1.672 0.4595
H 1.952 -2.586 0.521 0.4923
```

## Properties
Molecular weight   439.06 g mol⁻¹
HOMO-LUMO gap (spin up / spin down)   2.406 / 6.324 eV
Charge   -2
E_LUMO (spin up / spin down)   3.50 / 3.50 eV
Energy relative to the best compared isomer or geometry (same formula, charge and spin)   2.8 kcal/mol
2S+1   2
HOMO energy (spin up / spin down)   1.10 / -2.82 eV

=====

Entry 4:
C43H47BN11O3PbS | ωB97M-V/def2-TZVPD

```
107
Properties=species:S:1:pos:R:3:mulliken_charge:R:1
Pb -0.589 -1.277 -0.456 2.1386
O 4.789 -0.279 2.925 -0.4957
C 4.157 -0.031 3.948 -0.0470
O 4.297 -0.211 5.135 -0.7092
C 2.789 0.631 3.446 0.1207
C 1.602 -0.078 3.561 -1.1620
C 0.489 0.326 2.827 0.6244
N 0.543 1.354 1.986 0.3036
C 1.695 1.999 1.869 -1.1729
C 2.832 1.727 2.592 -0.4854
C 1.666 2.412 -0.481 0.5829
C 2.264 3.203 -1.611 -0.9838
C 1.859 2.909 -2.852 -0.8279
C 0.726 2.044 -3.067 -1.3600
C -0.118 1.837 -2.041 -0.5716
N 0.232 2.191 -0.753 0.9760
C -0.789 -0.381 3.069 -0.2342
C -1.246 -0.451 4.387 -0.6381
C -2.384 -1.182 4.671 -0.8047
C -3.046 -1.810 3.626 -1.0158
C -2.530 -1.680 2.349 -0.5934
N -1.429 -0.989 2.070 0.7039
H 1.551 -0.947 4.199 0.6555
H 3.744 2.280 2.451 0.6956
H 3.005 3.952 -1.392 0.4809
H 2.293 3.399 -3.709 0.5673
H 0.502 1.688 -4.056 0.6208
H -1.098 1.398 -2.150 0.7185
H -0.696 0.054 5.166 0.6127
H -2.742 -1.274 5.684 0.4600
H -3.934 -2.396 3.798 0.5096
H -3.001 -2.163 1.506 0.3948
C -0.027 -4.193 1.809 -0.8850
C -0.939 -4.437 0.662 0.2070
C -1.608 -5.611 0.320 -1.6369
C -2.313 -5.312 -0.836 1.2438
C -3.196 -6.207 -1.623 -1.4161
N -2.074 -4.027 -1.148 0.9191
N -1.235 -3.497 -0.236 0.1032
B -2.596 -3.245 -2.373 -2.0971
N -3.377 -1.999 -1.893 0.4298
N -2.849 -1.082 -1.060 0.9289
C -3.787 -0.170 -0.795 0.0721
C -3.560 0.988 0.108 -0.7994
C -4.946 -0.498 -1.492 -1.7773
C -4.645 -1.662 -2.184 1.2199
C -5.525 -2.409 -3.117 -1.3888
N -1.405 -2.805 -3.232 0.8919
N -0.391 -2.075 -2.725 0.2758
C 0.533 -1.938 -3.677 0.3297
C 1.837 -1.259 -3.469 -0.3695
C 0.091 -2.578 -4.835 -1.9844
C -1.138 -3.125 -4.512 1.2829
C -2.030 -3.921 -5.394 -1.2857
H 0.875 -4.794 1.701 0.3638
H -0.509 -4.475 2.743 0.3202
H 0.253 -3.144 1.861 -0.1746
H -1.572 -6.549 0.835 0.5302
H -3.162 -7.212 -1.213 0.3676
H -2.872 -6.235 -2.660 0.2570
H -4.225 -5.851 -1.593 0.2552
H -3.316 -3.927 -3.000 0.0084
H -2.583 0.916 0.579 -0.2502
H -4.329 1.017 0.878 0.4051
H -3.625 1.917 -0.457 0.3515
H -5.874 0.035 -1.498 0.5741
H -6.469 -1.883 -3.220 0.3710
H -5.721 -3.414 -2.752 0.2575
H -5.062 -2.495 -4.097 0.2417
H 1.877 -0.815 -2.481 -0.4413
H 1.996 -0.486 -4.218 0.3699
H 2.645 -1.985 -3.566 0.4387
H 0.602 -2.644 -5.774 0.5243
H -1.615 -3.947 -6.399 0.3522
H -3.023 -3.481 -5.433 0.2235
H -2.111 -4.945 -5.033 0.2390
C -0.765 6.761 1.028 -1.0348
C -0.517 5.681 2.077 -0.8861
N 0.680 4.908 1.811 0.5023
C 1.930 5.380 2.391 -0.3799
C 2.026 5.103 3.887 -1.0790
C 0.653 3.882 0.983 0.3031
S -0.729 3.376 0.087 -0.2635
N 1.734 3.040 0.826 1.3501
C 2.410 1.045 -0.436 -0.7331
O 1.778 0.023 -0.651 -0.7144
C 3.849 1.017 -0.212 1.8256
C 4.631 2.132 0.112 -0.2313
C 5.970 1.975 0.403 -0.9510
C 6.554 0.716 0.388 -0.5182
C 5.800 -0.392 0.038 -0.8893
C 4.465 -0.244 -0.263 -0.5185
H -1.679 7.294 1.273 0.4110
H -0.874 6.322 0.042 0.3159
H 0.051 7.478 1.004 0.3182
H -1.371 4.998 2.125 0.5840
H -0.399 6.146 3.056 0.3423
H 1.983 6.458 2.206 0.5214
H 2.752 4.890 1.867 0.0291
H 1.198 5.557 4.426 0.3766
H 2.949 5.530 4.270 0.4146
H 2.026 4.035 4.087 0.2170
H 4.188 3.115 0.170 0.1654
H 6.567 2.838 0.661 0.4365
H 7.594 0.600 0.654 0.4096
H 6.255 -1.369 0.020 0.4189
H 3.859 -1.097 -0.527 0.3447
```

## Properties
Molecular weight   1016.00 g mol⁻¹
HOMO-LUMO gap   6.463 eV
Charge   +1
E_LUMO   -3.10 eV
Energy relative to the best compared isomer or geometry (same formula, charge and spin)   51.5 kcal/mol
2S+1   1
HOMO energy   -9.56 eV

=====

Entry 5:
C2H2ClP | ωB97M-V/def2-TZVPD

```
6
Properties=species:S:1:pos:R:3:nbo_charge:R:1
C -4.416 0.195 1.055 -0.1600
C -0.688 0.190 -0.690 -0.9140
P -1.832 0.373 0.490 0.5611
Cl -4.857 -0.150 -0.449 0.0636
H -0.568 -0.509 -1.487 0.2260
H 0.163 0.808 -0.578 0.2234
```

## Properties
Molecular weight   92.46 g mol⁻¹
HOMO-LUMO gap (spin up / spin down)   7.256 / 8.817 eV
E_LUMO (spin up / spin down)   -0.72 / -1.25 eV
Energy relative to the best compared isomer or geometry (same formula, charge and spin)   76.5 kcal/mol
2S+1   3
HOMO energy (spin up / spin down)   -7.98 / -10.07 eV